1.
Here is the ion C7H13NO5P with charge -1 in a non-equilibrium geometry from OMol25. Energies are from the ωB97M-V functional and the def2-TZVPD basis.

Computed properties:
Electronic energy = -1046.8538 a.u.
HOMO level = -4.20 eV
Total charge = -1
Structure (SMILES) = NC[PH]1(O)C[C@H](CCC(=O)[O-])C(=O)O1
Energy relative to the best compared isomer or geometry (same formula, charge and spin) = 105.7 kcal/mol
LUMO = 2.62 eV

Atoms and positions in Å:
1 C -3.99707 1.41854 1.80815
2 C 0.43432 0.32418 1.66755
3 C -2.52157 1.15974 1.81967
4 C -1.83763 0.69000 0.55537
5 C -0.04860 -0.79948 -0.55668
6 C 2.09907 -0.68549 -2.56547
7 C -0.72571 -0.27711 0.76002
8 N 3.50094 -0.43142 -2.70659
9 O -4.40474 2.26357 2.62517
10 O 0.38678 0.65865 2.80090
11 O -4.62358 0.78539 0.93091
12 O 1.57193 0.52414 0.98672
13 O 2.32732 -1.89083 0.10536
14 P 1.77960 -0.37214 -0.40329
15 H -2.37322 0.22576 2.49546
16 H -2.00568 1.95737 2.23432
17 H -2.54000 -0.00537 0.07731
18 H -1.61364 1.64608 0.09633
19 H -0.48158 -0.32518 -1.42634
20 H -0.04308 -1.87860 -0.83293
21 H 1.96058 -1.72553 -2.72004
22 H 1.51839 -0.04895 -3.20981
23 H -1.11880 -1.18770 1.27097
24 H 3.77278 -0.48381 -1.68777
25 H 3.81172 0.55467 -2.93797
26 H 3.01386 0.40543 -0.59649
27 H 2.15761 -2.50191 -0.59082

2.
Here is a structure of composition C31H53BaNO2Si2 in a non-equilibrium geometry from OMol25. Energies are from the ωB97M-V functional and the def2-TZVPD basis.

Computed properties:
Electronic energy = -2022.6564 a.u.
HOMO level = -6.08 eV
Total charge = 0
LUMO = 0.00 eV

Atoms and positions in Å:
1 O 1.00093 1.35526 -1.56426
2 O -1.98069 1.41247 -3.82735
3 C 0.65643 2.77457 -1.41723
4 C 1.85373 3.68669 -1.34286
5 H 0.06291 2.81529 -0.49644
6 H -0.00182 3.00588 -2.25764
7 H 2.45725 3.47436 -0.46619
8 H 1.52552 4.72061 -1.24562
9 H 2.47787 3.63739 -2.23169
10 C 1.39070 0.89935 -2.90856
11 C 1.07093 1.77755 -4.09301
12 H 0.85412 -0.04662 -3.01708
13 H 2.46383 0.65251 -2.88474
14 H -0.01253 1.91115 -4.16780
15 H 1.38684 1.26098 -5.01339
16 H 1.58825 2.74452 -4.05245
17 C -2.19354 -0.00792 -3.84358
18 C -3.22526 2.13561 -3.84856
19 C -1.79993 -0.60759 -5.17064
20 H -3.26563 -0.21535 -3.66569
21 H -1.64176 -0.48739 -3.01623
22 H -2.41695 -0.16306 -5.95568
23 H -1.97566 -1.68405 -5.13859
24 H -0.75013 -0.40548 -5.39635
25 C -3.72592 2.41301 -5.24698
26 H -3.12973 3.06078 -3.25858
27 H -3.99406 1.52247 -3.33212
28 H -2.92931 2.79941 -5.88557
29 H -4.53154 3.14620 -5.17995
30 H -4.12618 1.49520 -5.68184
31 H -3.99181 1.21875 -1.25454
32 Ba 0.85209 -0.09160 0.59203
33 C -3.13429 1.28024 -0.60526
34 Si -3.76293 1.18033 1.16897
35 H -2.55818 2.14914 -0.92920
36 H -2.44723 0.42786 -0.80709
37 C -4.46761 2.92899 1.16160
38 C -2.61444 0.84396 2.62605
39 C -5.10614 -0.12943 0.81915
40 C 3.46468 0.29076 0.02489
41 Si 3.58032 -1.34940 -0.85028
42 H 3.97085 0.34824 1.01518
43 H 3.68165 1.22444 -0.51945
44 C 4.73536 -1.20550 -2.31946
45 C 1.96330 -2.07718 -1.55318
46 C 4.10070 -2.62249 0.43231
47 H -5.07312 -0.42045 -0.24473
48 H -6.12220 0.23423 1.01471
49 H -4.96900 -1.06105 1.38596
50 H -3.70387 3.64617 1.48435
51 H -5.35694 3.04215 1.79498
52 H -4.74428 3.19236 0.13117
53 H -1.75778 1.54273 2.59840
54 H -2.22019 -0.18596 2.66476
55 H -3.11595 1.02808 3.59030
56 H 2.20232 -2.43059 -2.56518
57 H 1.07984 -1.42623 -1.68233
58 H 1.63078 -2.95145 -0.98333
59 H 4.68605 -3.42376 -0.03758
60 H 3.24079 -3.08294 0.94222
61 H 4.72025 -2.13233 1.19221
62 H 5.27473 -2.14504 -2.48951
63 H 5.46705 -0.41276 -2.12275
64 H 4.19467 -0.95273 -3.24212
65 C 0.61136 -5.41505 1.00774
66 C 1.32240 -5.68686 2.17791
67 C 1.64597 -4.64771 3.04749
68 C 1.26000 -3.29420 2.75606
69 C 0.67016 -3.06611 1.53136
70 C 0.26414 -4.06580 0.69585
71 C 1.40648 -2.20808 3.76354
72 C 1.73644 -2.53169 5.10144
73 C 1.77209 -1.55811 6.06712
74 C 1.43821 -0.23369 5.74155
75 C 1.34362 0.80091 6.70081
76 C 0.93176 2.07134 6.34453
77 C 0.63779 2.37191 4.99549
78 C 0.77608 1.39256 4.01100
79 C 1.13829 0.06123 4.35910
80 N 1.15413 -0.92537 3.40230
81 H 0.33305 -6.21718 0.32769
82 H 1.61429 -6.70990 2.42210
83 H 2.18820 -4.86001 3.96766
84 H -0.30263 -3.87311 -0.22005
85 H 1.92918 -3.57091 5.36163
86 H 2.03589 -1.79207 7.09552
87 H 1.59066 0.54124 7.73068
88 H 0.83447 2.84486 7.10989
89 H 0.30184 3.37442 4.72293
90 H 0.57799 1.63600 2.95209

3.
Here is a structure of composition C32H44BrN3P2RuS in a non-equilibrium geometry from OMol25. Energies are from the ωB97M-V functional and the def2-TZVPD basis.

Computed properties:
⟨S²⟩ = 6.07
Electronic energy = -5158.2113 a.u.
HOMO level (spin up / spin down) = -18.23 / -18.20 eV
Total charge = +4
LUMO (spin up / spin down) = -12.06 / -14.76 eV
Spin multiplicity = 5

Atoms and positions in Å:
1 C 2.22625 -3.31632 0.48709
2 C 2.37429 -2.25597 -0.44088
3 C 3.16698 -2.46773 -1.59458
4 C 3.70630 -3.74290 -1.79258
5 N 3.48116 -4.75023 -0.95056
6 C 2.79635 -4.55592 0.17251
7 C 1.75400 -0.99034 -0.17353
8 C 1.72235 0.07123 0.55672
9 C 2.24759 0.99563 1.50295
10 C 1.40980 2.05311 1.87302
11 C 1.93374 3.16427 2.51698
12 C 3.27721 3.09884 2.85381
13 C 4.09386 1.97608 2.67273
14 C 3.57309 0.90292 1.96988
15 Ru -0.23571 0.41023 0.00891
16 P -1.00132 -1.30695 -1.15493
17 H 3.36939 -1.65463 -2.28629
18 H 1.69140 -3.16710 1.42154
19 H 4.34711 -3.92630 -2.66189
20 H 2.68930 -5.39009 0.87651
21 H 4.12752 -0.00016 1.73307
22 H 0.33500 1.97211 1.59390
23 H 5.11006 1.94451 3.04952
24 H 1.31971 4.02912 2.72614
25 C -2.73155 -1.15959 -1.77820
26 C -3.16021 -2.06354 -2.93847
27 H -2.87192 -0.10907 -2.07588
28 H -3.39336 -1.31409 -0.91166
29 H -4.18375 -1.79439 -3.22692
30 H -2.52478 -1.93135 -3.82086
31 H -3.17445 -3.12704 -2.67186
32 C -0.01294 -1.82400 -2.63632
33 C 0.01592 -3.30948 -2.99642
34 H 1.01603 -1.49725 -2.43219
35 H -0.33964 -1.22756 -3.49821
36 H 0.63725 -3.43293 -3.89459
37 H 0.47766 -3.91778 -2.20867
38 H -0.97366 -3.71738 -3.23500
39 C -1.02779 -2.74925 -0.01298
40 C -1.98180 -3.89982 -0.32677
41 H -1.25201 -2.34981 0.98928
42 H 0.00059 -3.12591 0.04809
43 H -1.85494 -4.66863 0.44659
44 H -3.02821 -3.57937 -0.31238
45 H -1.76618 -4.37976 -1.28821
46 Br 4.02899 4.66601 3.65712
47 P 0.41114 1.80065 -1.69426
48 C -0.23358 1.40457 -3.36828
49 C -0.63639 2.56239 -4.28107
50 H -1.10171 0.74094 -3.21885
51 H 0.54082 0.79809 -3.86200
52 H -1.05972 2.15235 -5.20795
53 H -1.40407 3.20389 -3.83295
54 H 0.21569 3.18878 -4.57385
55 C -0.37760 3.37853 -1.15383
56 C 0.20087 4.71015 -1.63254
57 H -0.35417 3.36253 -0.05078
58 H -1.43968 3.31577 -1.43613
59 H -0.39350 5.52433 -1.19577
60 H 1.23590 4.85937 -1.30408
61 H 0.15352 4.82944 -2.72155
62 C 2.19632 2.14317 -1.92680
63 C 2.64567 2.87863 -3.19623
64 H 2.68895 1.16043 -1.87368
65 H 2.52678 2.69801 -1.03520
66 H 3.73164 3.03221 -3.15167
67 H 2.44395 2.30625 -4.10879
68 H 2.19325 3.87198 -3.30080
69 N -3.40987 1.67638 0.02533
70 C -3.04595 1.15996 1.21592
71 N -1.87837 0.55042 1.46508
72 C -1.77203 0.14705 2.80425
73 C -0.66657 -0.45424 3.42025
74 C -0.61097 -0.47162 4.82132
75 C -1.66518 0.02723 5.59557
76 C -2.81131 0.55182 4.97476
77 C -2.85572 0.59997 3.58746
78 S -4.10465 1.35175 2.59609
79 H -4.33254 2.09087 -0.05679
80 H -2.81309 1.60971 -0.79376
81 H 0.13068 -0.87179 2.80353
82 H 0.27677 -0.88808 5.30865
83 H -1.59984 0.00675 6.68467
84 H -3.65392 0.93878 5.54303

4.
Here is a structure of composition C19H21BF4N3NiO3P in a non-equilibrium geometry from OMol25. Energies are from the ωB97M-V functional and the def2-TZVPD basis.

Computed properties:
⟨S²⟩ = 2.02
Electronic energy = -3400.7755 a.u.
HOMO level (spin up / spin down) = -6.65 / -6.64 eV
Total charge = 0
Energy relative to the best compared isomer or geometry (same formula, charge and spin) = 2.7 kcal/mol
LUMO (spin up / spin down) = -0.59 / -0.91 eV
Spin multiplicity = 3

Atoms and positions in Å:
1 Ni 10.53620 8.00262 8.56528
2 C 18.71763 16.57998 10.28802
3 O 17.50988 16.85757 11.03989
4 C 16.41436 16.28666 10.62472
5 C 16.07689 16.14094 9.26552
6 C 14.83447 15.77868 8.84282
7 C 13.92452 15.21582 9.81066
8 C 14.23306 15.36564 11.18144
9 C 15.41039 15.90238 11.55325
10 N 12.86111 14.51503 9.41272
11 N 12.18540 13.91588 10.36825
12 C 11.46873 12.72133 10.17870
13 C 11.04203 12.10414 11.37258
14 C 10.65484 10.82429 11.57925
15 C 10.95380 9.95136 10.45114
16 O 10.86695 8.68984 10.41323
17 C 11.29718 10.58014 9.14317
18 N 11.15445 9.74788 8.07579
19 C 11.60449 10.20067 6.87231
20 C 12.16698 11.43685 6.74928
21 C 11.92937 12.36395 7.72448
22 C 11.57691 11.97491 9.02640
23 H 19.55311 17.16980 10.77918
24 H 18.50205 16.84319 9.25383
25 H 18.96652 15.56638 10.47735
26 H 16.90604 16.45725 8.54436
27 H 14.48688 15.75527 7.75200
28 H 13.52036 14.92323 11.87259
29 H 15.57769 16.13533 12.60575
30 H 10.88416 12.83613 12.20206
31 H 10.42621 10.36958 12.60721
32 H 11.61588 9.50587 6.05855
33 H 12.56433 11.66084 5.78362
34 H 11.98026 13.44767 7.58321
35 F 10.33834 7.11966 6.60651
36 B 10.95153 5.89814 6.90817
37 F 12.16688 5.80031 6.27222
38 F 10.01454 4.93680 6.66985
39 F 11.21552 6.03579 8.42847
40 C 8.03786 5.06424 9.51473
41 P 7.48539 6.57003 8.69106
42 C 6.90431 6.06548 7.07929
43 C 5.97324 7.17586 9.53630
44 O 8.63114 7.57951 8.73338
45 H 7.32234 4.26929 9.60471
46 H 8.43716 5.41161 10.50672
47 H 8.84396 4.60168 8.86028
48 H 6.93173 4.98157 6.88833
49 H 7.60686 6.63428 6.37658
50 H 5.92686 6.50475 6.88826
51 H 6.14827 8.16361 9.89507
52 H 5.76976 6.62282 10.44599
53 H 5.06248 7.03096 8.85140

5.
Here is an isolated molecule of C8H12N4 in a non-equilibrium geometry from OMol25. Energies are from the ωB97M-V functional and the def2-TZVPD basis.

Computed properties:
Electronic energy = -530.8965 a.u.
HOMO level = -8.02 eV
Total charge = 0
Energy relative to the best compared isomer or geometry (same formula, charge and spin) = 118.1 kcal/mol
LUMO = 0.16 eV

Atoms and positions in Å:
1 C 3.84534 0.30136 -0.24986
2 C 2.81765 -0.60170 -0.07677
3 C 0.50791 -1.25933 0.18756
4 C -0.75043 -0.76437 0.01795
5 C -0.71770 1.84382 0.17589
6 C 1.10940 -2.64500 0.33204
7 C -1.94125 -1.68285 -0.21200
8 C -1.70110 2.83370 -0.41637
9 N 4.83584 0.86629 -0.20376
10 N 1.54897 -0.31907 0.00932
11 N -1.09742 0.58076 -0.33857
12 N 0.24466 1.96719 0.99510
13 H 0.85381 -3.11694 -0.62967
14 H 0.72339 -3.10174 1.29003
15 H 2.14945 -2.56882 0.52847
16 H -2.76228 -1.24574 -0.57261
17 H -2.15857 -2.11827 0.65353
18 H -1.52650 -2.34859 -0.86190
19 H -1.28660 3.92824 -0.30727
20 H -2.51882 2.90884 0.30681
21 H -2.07559 2.68324 -1.51281
22 H -2.03223 0.52544 -0.66019
23 H 1.28224 0.59720 0.07909
24 H 0.64983 2.73634 1.46600

6.
Here is a structure of composition C30H53BBr12F5N2O6S from OMol25. Energies are from the ωB97M-V functional and the def2-TZVPD basis.

Computed properties:
Electronic energy = -33546.2640 a.u.
HOMO level = -11.44 eV
Total charge = +1
LUMO = -2.25 eV

Atoms and positions in Å:
1 C 6.14957 -2.38901 1.22756
2 C 5.89590 -2.39495 -0.28060
3 C 6.37104 -1.11950 -0.96505
4 C 5.86496 -0.89794 -2.39140
5 C 4.36178 -1.01071 -2.63984
6 C 3.52022 0.08561 -1.97932
7 C 3.16469 -0.16515 -0.51710
8 C 2.13349 -1.28415 -0.30438
9 C 1.21861 -1.07562 0.90657
10 C -0.20770 -0.60581 0.62202
11 C -0.33867 0.81022 0.03739
12 N -1.22299 0.80339 -1.20461
13 C -0.68791 -0.05339 -2.32921
14 C -1.09806 -1.51503 -2.33687
15 C -2.58315 -1.74816 -2.08972
16 C -3.00605 -3.20282 -2.06445
17 F -3.00201 -3.73518 -3.31000
18 F -4.27126 -3.28332 -1.57326
19 C -2.12275 -4.09945 -1.16196
20 F -0.93736 -4.32131 -1.74615
21 F -1.90110 -3.45608 0.00178
22 F -2.69609 -5.26456 -0.90105
23 C -1.44466 2.19084 -1.75385
24 C -1.82838 3.22229 -0.70480
25 C -1.78988 4.60654 -1.36023
26 C -2.94548 4.75600 -2.30705
27 O -2.84994 4.58949 -3.49561
28 N -0.94875 3.18323 0.45153
29 C -0.86591 1.83239 1.06412
30 C -2.28511 1.46936 1.56392
31 C -2.45357 0.62373 2.84339
32 C -3.48649 -0.49187 2.67243
33 C -4.91193 0.06553 2.56629
34 S -5.69852 0.05006 0.97221
35 O -5.40101 1.26006 0.26074
36 O -7.03996 -0.38515 1.13766
37 O -4.88671 -1.09928 0.21093
38 C 0.17541 1.98104 2.17029
39 B -0.06536 3.25542 3.07369
40 O 0.86008 4.26332 3.02055
41 O -1.12830 3.30810 3.94606
42 H 5.47956 -3.07436 1.74726
43 H 5.98529 -1.39229 1.64438
44 H 7.17168 -2.67952 1.46623
45 H 4.83491 -2.57151 -0.46459
46 H 6.42438 -3.24341 -0.72232
47 H 6.12408 -0.25102 -0.34600
48 H 7.46338 -1.13750 -1.00249
49 H 6.17875 0.10006 -2.70370
50 H 6.37020 -1.60148 -3.05876
51 H 3.98704 -1.99675 -2.35091
52 H 4.21339 -0.94934 -3.72049
53 H 4.05923 1.03394 -2.06354
54 H 2.59229 0.21504 -2.54954
55 H 4.06452 -0.42534 0.03829
56 H 2.80385 0.76472 -0.06260
57 H 1.55556 -1.44437 -1.21920
58 H 2.67103 -2.22017 -0.14547
59 H 1.13105 -2.00142 1.47689
60 H 1.68816 -0.35742 1.58225
61 H -0.71506 -1.33784 -0.00274
62 H -0.74661 -0.62538 1.56680
63 H 0.63169 1.17237 -0.31234
64 H -2.13430 0.45292 -0.90446
65 H 0.39555 0.03377 -2.27485
66 H -1.01494 0.42569 -3.25021
67 H -0.83971 -1.88467 -3.33199
68 H -0.48533 -2.08525 -1.64772
69 H -3.17789 -1.26750 -2.86979
70 H -2.90347 -1.35435 -1.12020
71 H -2.21669 2.09714 -2.51763
72 H -0.51603 2.47817 -2.24941
73 H -2.85776 3.03639 -0.38345
74 H -1.84773 5.35058 -0.56396
75 H -0.85194 4.75136 -1.89930
76 H -3.92414 4.97505 -1.84050
77 H -0.01363 3.44683 0.13708
78 H -2.78623 2.42462 1.71555
79 H -2.85867 0.97923 0.76802
80 H -2.79892 1.28731 3.63320
81 H -1.51732 0.18873 3.18203
82 H -3.24276 -1.09168 1.79545
83 H -3.43319 -1.16987 3.52243
84 H -4.91264 1.12991 2.79867
85 H -5.61529 -0.45682 3.20848
86 H -4.91164 -0.84633 -0.72771
87 H 0.26969 1.07994 2.77534
88 H 1.15446 2.12405 1.69971
89 H 0.97391 4.69609 3.87621
90 H -1.52636 4.18416 4.01102
91 C -10.08379 0.53460 -0.02390
92 Br -10.85278 -0.55328 -1.40771
93 Br -9.76092 2.32898 -0.63725
94 Br -11.15792 0.51973 1.56701
95 H -9.12350 0.10854 0.23152
96 C 2.51264 0.85744 5.69246
97 Br 0.72181 0.16245 5.74155
98 Br 3.33083 0.55848 3.97616
99 Br 2.56615 2.71205 6.18458
100 H 3.08801 0.31389 6.42800
101 C 7.89698 3.23350 -3.64553
102 Br 8.41228 1.54740 -4.40726
103 Br 6.87809 2.98650 -2.02764
104 Br 9.40873 4.37206 -3.34800
105 H 7.25047 3.72594 -4.35681
106 C 0.49466 -6.60238 0.38546
107 Br 1.43074 -8.14616 -0.25501
108 Br -0.41820 -6.94583 2.03771
109 Br 1.67389 -5.08423 0.54241
110 H -0.25429 -6.35036 -0.34983